Computed, not measured: a molecular structure, C5H7HoO3 in a non-equilibrium geometry, with wB97M-V/def2-TZVPD.

Spin multiplicity = 6
E_HOMO (spin up / spin down) = -0.712 / -0.742 Ha
Kohn-Sham gap (spin up / spin down) = 0.1441 / 0.1613 Eh
Charge = +3

Cartesian coordinates (Å):
O  0.055  -1.121  0.171
C  0.530  -0.098  -0.546
O  1.816  -0.077  -0.415
Ho  2.270  -2.188  0.332
O  -0.110  0.948  -0.736
C  -1.389  -1.202  0.510
H  -1.570  -0.421  1.255
H  -1.923  -0.966  -0.422
C  -1.672  -2.559  1.002
H  -1.473  -3.421  0.364
H  -2.121  -2.704  1.982
C  0.988  2.512  -1.065
C  0.883  3.613  -0.318
H  0.849  2.614  -2.148
H  1.943  1.405  -0.741
H  0.926  3.665  0.774



Computed, not measured: a molecular structure, BaH16O8, with wB97M-V/def2-TZVPD.

E_HOMO = -0.678 Ha
Kohn-Sham gap = 0.4508 Eh
Charge = +2

Cartesian coordinates (Å):
Ba  -0.210  -0.030  -0.336
O  -2.671  0.959  0.379
H  -3.465  0.832  -0.140
H  -2.959  0.862  1.287
O  0.361  2.703  0.242
H  0.332  3.448  -0.358
H  0.561  3.089  1.095
O  1.625  -1.481  1.121
H  1.830  -2.361  0.807
H  1.918  -1.477  2.032
O  0.828  -2.390  -1.420
H  1.179  -3.131  -0.926
H  0.623  -2.752  -2.282
O  -1.541  -1.966  1.028
H  -2.434  -1.935  1.369
H  -1.224  -2.838  1.261
O  -0.560  1.479  -2.520
H  -1.411  1.409  -2.952
H  0.077  1.387  -3.229
O  2.162  0.624  -1.312
H  2.813  0.033  -1.689
H  2.555  1.493  -1.387
O  -0.177  0.660  2.256
H  -0.856  0.663  2.931
H  0.645  0.722  2.742



Computed, not measured: a single C26H33N3O3 molecule, with wB97M-V/def2-TZVPD.

E_HOMO = -0.292 Ha
Kohn-Sham gap = 0.2918 Eh
SMILES = COc1ccc2cc(/C=C/C(=O)N3CCN(CC(=O)N4CCCCCC4)CC3)ccc2c1
Charge = 0

Cartesian coordinates (Å):
C  -6.953  0.943  5.058
H  -7.624  1.153  4.218
O  -6.010  -0.047  4.728
C  -5.148  0.193  3.704
C  -5.105  1.340  2.950
C  -4.165  1.476  1.909
C  -4.086  2.646  1.123
C  -3.163  2.760  0.126
C  -2.267  1.706  -0.169
C  -2.331  0.556  0.593
C  -3.259  0.418  1.636
C  -3.325  -0.748  2.434
C  -4.239  -0.858  3.436
H  -4.302  -1.741  4.052
H  -2.635  -1.555  2.234
H  -1.645  -0.258  0.411
C  -1.305  1.887  -1.238
C  -0.592  0.929  -1.843
C  0.428  1.292  -2.844
O  0.836  2.439  -2.959
N  0.917  0.299  -3.638
C  2.151  0.526  -4.360
C  3.138  -0.617  -4.057
N  2.825  -1.166  -2.750
C  3.885  -1.982  -2.193
C  3.556  -2.420  -0.766
O  3.236  -3.578  -0.552
N  3.641  -1.506  0.223
C  4.012  -0.117  0.061
H  4.766  -0.029  -0.724
H  4.467  0.215  0.998
C  2.821  0.776  -0.295
C  1.835  0.977  0.851
C  1.349  -0.326  1.486
H  0.485  -0.096  2.114
C  2.422  -0.994  2.348
H  3.017  -0.217  2.834
C  3.328  -1.951  1.570
H  4.262  -2.105  2.126
H  2.841  -2.923  1.459
H  1.949  -1.575  3.142
H  1.021  -1.019  0.709
H  2.294  1.594  1.628
H  0.976  1.529  0.463
H  3.196  1.752  -0.609
H  2.313  0.330  -1.149
H  4.818  -1.415  -2.218
H  4.029  -2.913  -2.769
C  1.560  -1.885  -2.779
C  0.548  -1.093  -3.624
H  0.573  -1.443  -4.662
H  -0.469  -1.230  -3.260
H  1.211  -1.985  -1.748
H  1.678  -2.902  -3.190
H  3.093  -1.390  -4.843
H  4.155  -0.221  -4.039
H  2.541  1.488  -4.022
H  1.956  0.586  -5.437
H  -0.696  -0.105  -1.562
H  -1.157  2.904  -1.583
H  -3.110  3.663  -0.465
H  -4.770  3.457  1.330
H  -5.781  2.162  3.130
H  -6.465  1.871  5.374
H  -7.530  0.538  5.888



Computed, not measured: a molecular structure, C42H61ClMgN10O4S2Si2, with wB97M-V/def2-TZVPD.

E_HOMO = -0.276 Ha
Kohn-Sham gap = 0.2864 Eh
Charge = 0

Cartesian coordinates (Å):
Mg  -0.947  -1.471  0.853
C  -2.818  -3.145  3.647
Si  -1.142  -2.393  4.027
C  0.237  -3.612  3.723
C  -1.181  -2.159  5.897
C  -0.907  -0.859  2.996
C  -2.239  -0.267  2.692
C  -2.985  0.604  3.518
C  -4.241  1.022  3.136
C  -4.781  0.588  1.923
C  -4.006  -0.229  1.136
N  -2.776  -0.627  1.489
Si  0.379  0.293  3.655
C  0.302  1.957  2.772
C  2.060  -0.482  3.358
C  0.369  0.765  5.476
H  -2.854  -4.198  3.952
H  -3.071  -3.088  2.585
H  -3.591  -2.604  4.207
H  -0.001  -4.598  4.140
H  1.160  -3.256  4.195
H  0.420  -3.743  2.653
H  -1.649  -3.045  6.345
H  -1.767  -1.285  6.200
H  -0.180  -2.063  6.327
H  -2.560  0.919  4.464
H  -4.815  1.675  3.783
H  -5.767  0.890  1.601
H  -4.355  -0.567  0.166
H  1.007  2.003  1.931
H  0.549  2.776  3.456
H  -0.698  2.152  2.376
H  2.126  -0.867  2.334
H  2.222  -1.321  4.045
H  2.872  0.238  3.517
H  -0.618  1.086  5.827
H  1.059  1.603  5.624
H  0.694  -0.055  6.120
C  -2.423  0.781  -6.064
C  -1.268  -0.191  -5.792
C  -1.485  -0.973  -4.529
N  -1.265  -0.529  -3.341
N  -1.579  -1.433  -2.343
C  -2.054  -2.547  -2.821
N  -2.509  -3.582  -2.048
S  -2.166  -2.574  -4.547
H  -2.228  1.373  -6.960
H  -2.550  1.458  -5.219
H  -3.360  0.239  -6.211
H  -0.335  0.361  -5.694
H  -1.156  -0.881  -6.629
H  -2.265  -3.501  -1.068
H  -2.429  -4.512  -2.422
C  3.647  -4.005  -0.940
N  2.619  -4.054  0.096
C  2.739  -5.060  1.159
C  1.748  -3.076  0.185
N  1.010  -2.181  0.236
H  3.736  -4.990  -1.396
H  4.613  -3.715  -0.520
H  3.361  -3.288  -1.705
H  2.922  -6.027  0.694
H  1.813  -5.122  1.713
H  3.563  -4.816  1.832
O  -0.018  -7.250  2.045
S  -0.626  -6.807  0.821
O  -0.314  -7.504  -0.395
N  -0.391  -5.202  0.628
C  -1.517  -4.534  0.719
O  -1.599  -3.275  0.604
C  -2.737  -5.378  0.921
C  -4.058  -4.983  0.994
C  -5.022  -5.969  1.179
C  -4.658  -7.311  1.286
C  -3.326  -7.704  1.202
C  -2.387  -6.711  1.015
H  -4.324  -3.935  0.918
H  -6.067  -5.693  1.243
H  -5.424  -8.061  1.432
H  -3.038  -8.745  1.277
C  0.885  4.999  -2.808
C  1.589  3.703  -3.228
C  0.493  2.678  -3.567
C  2.404  3.992  -4.500
C  2.520  3.128  -2.107
O  2.831  1.754  -2.402
C  3.888  3.839  -1.886
C  4.044  5.023  -0.907
C  3.556  6.377  -1.362
C  4.029  6.946  -2.541
C  3.562  8.174  -2.986
C  2.613  8.849  -2.235
Cl  2.012  10.383  -2.792
C  2.142  8.321  -1.046
C  2.622  7.089  -0.618
C  1.865  3.049  -0.740
N  0.723  2.156  -0.608
C  0.737  0.843  -0.386
N  -0.489  0.422  -0.120
C  -1.233  1.563  -0.239
N  -0.544  2.633  -0.544
H  0.271  5.345  -3.645
H  1.579  5.802  -2.560
H  0.211  4.831  -1.962
H  0.030  2.959  -4.519
H  -0.297  2.665  -2.813
H  0.870  1.660  -3.647
H  1.716  4.186  -5.325
H  3.038  3.150  -4.805
H  3.038  4.873  -4.391
H  3.224  1.707  -3.281
H  4.311  4.116  -2.853
H  4.524  3.043  -1.498
H  5.116  5.103  -0.710
H  3.586  4.789  0.055
H  4.773  6.422  -3.132
H  3.929  8.608  -3.907
H  1.406  8.863  -0.466
H  2.242  6.667  0.307
H  1.524  4.028  -0.416
H  2.624  2.693  -0.044
H  1.634  0.245  -0.384
H  -2.301  1.593  -0.086



What energy above the lowest of the compared OMol25 structures with the same formula, charge and spin values result from the calculations? In sequence: 333.20 37.34 163.82 80.77 kJ/mol.